{
  "formula": "C19H27N5O3",
  "method": "wB97M-V/def2-TZVPD",
  "homo_ev": -8.44,
  "e_above_lowest_kj_mol": 257.5,
  "gap_ev": 8.9,
  "smiles": "CCOc1cc(CNn2cnnc2)ccc1OCC(=O)NC1CCCCC1",
  "total_energy_ha": -1239.6779,
  "elements": ["C", "C", "O", "C", "C", "C", "C", "N", "N", "C", "N", "N", "C", "C", "C", "C", "O", "C", "C", "O", "N", "C", "C", "C", "C", "C", "C", "H", "H", "H", "H", "H", "H", "H", "H", "H", "H", "H", "H", "H", "H", "H", "H", "H", "H", "H", "H", "H", "H", "H", "H", "H", "H", "H"],
  "coordinates": [[-3.034, -0.558, -0.291], [-2.222, -1.190, 0.827], [-0.973, -0.520, 0.876], [0.003, -1.016, 1.675], [-0.163, -2.012, 2.620], [0.921, -2.487, 3.358], [0.727, -3.654, 4.285], [0.877, -4.908, 3.526], [-0.038, -5.000, 2.488], [-1.352, -5.366, 2.507], [-1.879, -5.198, 1.334], [-0.930, -4.701, 0.521], [0.165, -4.584, 1.208], [2.172, -1.936, 3.158], [2.350, -0.907, 2.243], [1.284, -0.446, 1.495], [1.335, 0.540, 0.558], [2.564, 1.157, 0.263], [2.367, 2.191, -0.856], [3.294, 2.868, -1.248], [1.116, 2.246, -1.328], [0.687, 3.143, -2.378], [0.095, 2.351, -3.545], [-0.359, 3.296, -4.654], [-1.382, 4.294, -4.121], [-0.795, 5.084, -2.955], [-0.342, 4.142, -1.844], [-2.514, -0.678, -1.237], [-4.005, -1.040, -0.357], [-3.173, 0.503, -0.098], [-2.069, -2.258, 0.626], [-2.747, -1.077, 1.786], [-1.143, -2.432, 2.787], [-0.260, -3.592, 4.770], [1.501, -3.672, 5.054], [0.768, -5.710, 4.144], [-1.855, -5.758, 3.368], [1.102, -4.215, 0.848], [3.019, -2.304, 3.716], [3.333, -0.483, 2.112], [3.309, 0.427, -0.082], [2.973, 1.680, 1.138], [0.427, 1.636, -0.911], [1.584, 3.678, -2.708], [0.842, 1.653, -3.928], [-0.759, 1.771, -3.185], [-0.791, 2.720, -5.475], [0.506, 3.837, -5.043], [-1.685, 4.976, -4.917], [-2.272, 3.757, -3.784], [-1.537, 5.784, -2.566], [0.061, 5.665, -3.306], [-1.203, 3.593, -1.454], [0.097, 4.711, -1.023]]
}

{
  "formula": "C31H48Cl2NP2PbS2",
  "method": "wB97M-V/def2-TZVPD",
  "homo_ev": -3.53,
  "charge": -1,
  "e_above_lowest_kj_mol": 0.0,
  "gap_ev": 6.0,
  "total_energy_ha": -3857.2112,
  "elements": ["Pb", "C", "C", "C", "P", "C", "C", "C", "C", "C", "C", "C", "C", "C", "C", "N", "C", "C", "C", "C", "C", "C", "C", "P", "C", "C", "C", "C", "C", "C", "H", "H", "H", "H", "H", "H", "H", "H", "H", "H", "H", "H", "H", "H", "H", "H", "H", "H", "H", "H", "H", "H", "H", "H", "H", "H", "H", "H", "H", "H", "H", "H", "H", "H", "H", "H", "H", "H", "H", "H", "Cl", "C", "Cl", "H", "H", "C", "C", "S", "C", "C", "S", "H", "H", "H", "H", "H", "H"],
  "coordinates": [[-0.702, -0.041, 0.938], [-4.153, 2.545, 0.321], [-3.005, 2.943, -0.611], [-3.034, 2.058, -1.860], [-1.367, 2.697, 0.269], [-1.168, 4.264, 1.288], [-1.989, 4.216, 2.578], [0.316, 4.439, 1.628], [-0.155, 2.993, -1.058], [-0.361, 4.033, -1.966], [0.492, 4.292, -3.024], [0.281, 5.475, -3.936], [1.550, 3.398, -3.208], [1.797, 2.384, -2.313], [1.016, 2.188, -1.142], [1.330, 1.245, -0.200], [2.641, 0.936, 0.049], [3.676, 1.898, -0.129], [5.011, 1.599, -0.004], [5.434, 0.310, 0.320], [6.895, -0.052, 0.410], [4.444, -0.608, 0.621], [3.075, -0.332, 0.545], [1.897, -1.601, 1.133], [2.592, -3.226, 0.454], [3.598, -4.018, 1.290], [1.405, -4.136, 0.120], [2.178, -1.608, 2.981], [3.584, -1.725, 3.569], [1.221, -2.608, 3.633], [-5.098, 2.532, -0.229], [-4.261, 3.238, 1.154], [-3.984, 1.546, 0.732], [-3.118, 3.993, -0.899], [-2.907, 1.008, -1.581], [-2.243, 2.318, -2.562], [-3.996, 2.156, -2.371], [-1.501, 5.107, 0.670], [-1.680, 3.356, 3.170], [-3.060, 4.141, 2.391], [-1.813, 5.121, 3.167], [0.662, 3.603, 2.238], [0.462, 5.361, 2.199], [0.928, 4.487, 0.728], [-1.226, 4.679, -1.834], [-0.318, 6.237, -3.436], [-0.237, 5.194, -4.857], [1.236, 5.923, -4.215], [2.198, 3.513, -4.073], [2.633, 1.718, -2.485], [3.388, 2.911, -0.376], [5.752, 2.378, -0.163], [7.486, 0.540, -0.291], [7.048, -1.108, 0.179], [7.291, 0.126, 1.414], [4.756, -1.598, 0.928], [3.067, -2.928, -0.485], [3.109, -4.463, 2.158], [4.434, -3.419, 1.641], [4.011, -4.834, 0.688], [0.868, -4.416, 1.029], [1.749, -5.054, -0.368], [0.699, -3.634, -0.539], [1.821, -0.610, 3.229], [3.953, -2.751, 3.550], [3.541, -1.410, 4.616], [4.293, -1.074, 3.058], [1.529, -3.640, 3.438], [0.198, -2.479, 3.267], [1.212, -2.460, 4.716], [-0.974, -1.122, -3.087], [-1.382, -2.815, -2.760], [-1.969, -3.033, -1.100], [-0.486, -3.410, -2.887], [-2.168, -3.118, -3.441], [-3.255, -1.305, 5.076], [-2.333, -0.701, 4.030], [-2.648, -1.256, 2.388], [-1.355, 0.147, 4.377], [-1.073, 0.555, 5.804], [-0.211, 0.949, 3.276], [-4.041, -1.869, 4.581], [-3.721, -0.535, 5.696], [-2.714, -1.990, 5.736], [-1.746, 0.077, 6.516], [-1.159, 1.640, 5.906], [-0.045, 0.287, 6.063]]
}

{
  "formula": "C7H12N",
  "method": "wB97M-V/def2-TZVPD",
  "homo_ev": -11.76,
  "charge": 1,
  "e_above_lowest_kj_mol": 651.7,
  "gap_ev": 4.8,
  "total_energy_ha": -328.1806,
  "elements": ["C", "C", "C", "C", "C", "C", "C", "N", "H", "H", "H", "H", "H", "H", "H", "H", "H", "H", "H", "H"],
  "coordinates": [[-0.660, -0.656, -0.020], [-2.039, -0.169, 0.107], [-3.259, -0.846, 0.283], [1.936, -1.333, -0.196], [0.494, -0.932, -0.235], [-2.138, 1.138, -0.661], [2.842, 0.948, 0.560], [2.696, -0.170, -0.392], [-2.140, 0.100, 1.245], [-3.255, -1.830, 0.892], [-4.047, -0.277, -0.103], [2.180, -1.608, 0.866], [2.034, -1.982, -1.072], [-2.599, 0.748, -1.668], [-1.168, 1.594, -1.040], [-2.889, 1.786, -0.220], [3.079, 0.670, 1.523], [3.420, 1.772, 0.289], [1.883, 1.315, 0.604], [3.631, -0.269, -0.763]]
}

Number 3 is which compound? C7H12N

Which formula does entry 1 have? C19H27N5O3